Record 1
The following is a DFT calculation (ωB97M-V with the def2-TZVPD basis set) of a molecular structure, C32H48As2N3O19P2ReS in a non-equilibrium geometry.

Its HOMO energy (spin up / spin down) is -8.577 / -8.721 eV. The expectation value of S² is 3.88. The total charge is +1. As for the spin multiplicity: 4. The largest force on an atom comes out at 2.46 eV/A. The gap between HOMO and LUMO (spin up / spin down) comes out at 4.445 / 3.184 eV.

Element x y z (Å)
Re1 0.7120 1.4806 1.0364
O1 3.5606 3.1073 3.5103
C1 2.5774 2.6749 2.9765
O2 2.4510 2.4582 1.6686
C2 1.3369 2.2956 3.7525
C3 1.1012 2.5536 5.0844
C4 -0.1029 2.1365 5.6440
C5 -1.0179 1.4395 4.8610
C6 -0.7132 1.2095 3.5367
N1 0.4284 1.6590 3.0004
C7 -1.5522 0.4389 2.5524
O3 -2.5273 -0.1875 2.9013
O4 -1.0807 0.4523 1.3181
H1 1.8527 3.0840 5.6533
H2 -0.3268 2.3596 6.6780
H3 -1.9591 1.0761 5.2494
C8 3.4113 -0.6137 -2.6055
C9 2.4807 -0.9597 -1.4599
O5 2.3832 -2.3746 -1.2752
P1 3.1227 -0.3527 0.1492
O6 3.8566 1.0121 -0.0424
O7 4.2544 -1.3683 0.5489
O8 2.0356 -0.2905 1.2029
P2 0.7813 -0.2520 -1.5446
O9 0.2907 -0.2113 -3.0560
O10 -0.0634 -1.2010 -0.7675
O11 0.8764 1.2001 -1.0783
H4 4.4141 -0.9920 -2.4033
H5 3.4693 0.4691 -2.7186
H6 3.0453 -1.0534 -3.5317
H7 1.5075 -2.5587 -0.8857
H8 3.6362 1.6843 0.6551
H9 4.0585 -2.2798 0.2761
H10 -0.3027 -0.9516 -3.2591
C10 -0.9608 4.1713 -5.9316
C11 -2.1518 4.7216 -5.1458
C12 -1.9043 4.7940 -3.6387
C13 -1.6928 3.4119 -3.0180
N2 -1.4886 3.4650 -1.5705
C14 -0.3423 3.7463 -0.9712
S1 -0.3372 3.6247 0.7883
N3 0.7002 4.1422 -1.6696
C15 2.0529 4.3787 -1.1695
C16 2.5812 5.7272 -1.6460
C17 1.9023 6.9103 -0.9533
C18 2.2436 7.0020 0.5345
H11 -1.1419 4.2569 -7.0024
H12 -0.7819 3.1172 -5.7132
H13 -0.0516 4.7339 -5.7025
H14 -3.0340 4.1042 -5.3363
H15 -2.3812 5.7264 -5.5025
H16 -2.7619 5.2591 -3.1478
H17 -1.0367 5.4314 -3.4422
H18 -0.8367 2.8990 -3.4634
H19 -2.5705 2.7931 -3.1984
H20 -2.2484 3.2153 -0.9600
H21 0.6238 4.1089 -2.6770
H22 2.6964 3.5677 -1.5177
H23 2.0297 4.3509 -0.0849
H24 2.4609 5.8045 -2.7318
H25 3.6534 5.7540 -1.4380
H26 0.8172 6.8334 -1.0741
H27 2.2188 7.8290 -1.4496
H28 1.7913 6.1882 1.1054
H29 1.8764 7.9399 0.9507
H30 3.3240 6.9663 0.6886
C19 0.5928 -5.5553 -2.4260
O12 -0.5152 -4.6853 -2.6826
C20 -1.0653 -3.9354 -1.7192
O13 -1.9213 -3.1315 -2.0336
C21 -0.5535 -4.0438 -0.3510
C22 -0.3672 -5.1565 0.4174
As1 -1.9106 -6.3208 0.8224
C23 -2.7774 -6.4578 -0.9206
C24 -2.6318 -4.5965 1.7015
C25 -3.1140 -3.5489 1.0231
As2 -1.3491 -2.5654 0.7471
C26 -0.2530 -2.5498 2.3710
C27 -4.2324 -3.5268 0.0408
O14 -4.8852 -4.5331 -0.0792
O15 -4.5972 -2.4163 -0.5778
C28 -3.9585 -1.1513 -0.3567
C29 -2.4014 -4.6734 3.1787
O16 -2.0245 -5.6736 3.7262
O17 -2.7375 -3.5427 3.7997
C30 -2.6080 -3.5394 5.2289
C31 0.7235 -5.3328 1.4048
O18 0.7253 -6.1811 2.2603
O19 1.7500 -4.4791 1.2065
C32 2.8912 -4.7110 2.0481
H31 0.9267 -5.8915 -3.4031
H32 0.2942 -6.4215 -1.8371
H33 1.4030 -5.0267 -1.9227
H34 -2.2752 -7.2665 -1.4544
H35 -2.7671 -5.5569 -1.5287
H36 -3.8124 -6.7412 -0.7505
H37 -0.0539 -3.5341 2.7778
H38 -0.7551 -1.9466 3.1228
H39 0.6825 -2.0675 2.0903
H40 -4.6127 -0.4260 -0.8300
H41 -2.9811 -1.1263 -0.8356
H42 -3.8641 -0.9378 0.7086
H43 -2.5169 -2.4962 5.5181
H44 -1.7338 -4.1078 5.5380
H45 -3.4971 -3.9746 5.6814
H46 3.5244 -3.8326 1.9642
H47 3.4264 -5.5976 1.7116
H48 2.5856 -4.8604 3.0806

These are the Mulliken partial charges, in e, on atoms 1 to 6: atom 1 (Re): 1.132, atom 2 (O): -0.611, atom 3 (C): 0.102, atom 4 (O): -0.686, atom 5 (C): 0.875, atom 6 (C): -0.791



Record 2
The following is a DFT calculation (ωB97M-V with the def2-TZVPD basis set) of a molecular structure, C32H48ClCoN7O4.

Its HOMO energy (spin up / spin down) is -6.821 / -6.849 eV. The expectation value of S² is 3.76. As for the spin multiplicity: 4. The calculation puts the relative energy (zero: lowest compared OMol25 entry of this formula, charge and spin) at 111.1 kJ/mol. The largest force on an atom comes out at 0.54 eV/A. The gap between HOMO and LUMO (spin up / spin down) comes out at 7.101 / 7.113 eV.

Element x y z (Å)
Co1 -0.5062 0.5266 -0.0067
C1 3.0721 4.1000 0.2531
N1 2.6507 2.7808 0.7023
C2 3.6685 2.0196 1.4014
C3 1.3785 2.3488 0.5213
N2 0.7009 1.5400 1.2831
C4 0.8851 1.3067 2.6727
C5 1.5981 2.2215 3.4160
C6 1.8755 2.0483 4.7790
C7 1.3601 0.9744 5.4280
C8 0.4546 0.1090 4.7663
C9 -0.2833 -0.7776 5.5854
C10 -1.3489 -1.4464 5.0759
C11 -1.6067 -1.3712 3.7030
C12 -0.8020 -0.6801 2.8230
N3 -1.0950 -0.7798 1.4400
C13 -1.7103 -1.7960 0.8795
N4 -1.6626 -3.0990 1.2685
C14 -0.6310 -3.6679 2.1153
C15 -2.8426 -3.9417 1.1197
N5 -2.3880 -1.5485 -0.3126
C16 -3.6354 -0.7759 -0.2783
C17 -2.3323 -2.5267 -1.3932
C18 0.2078 0.2171 3.3574
N6 0.7284 2.7124 -0.6797
C19 -0.2719 3.7894 -0.6053
C20 1.5137 2.7227 -1.9134
H1 3.5582 4.6167 1.0851
H2 2.2170 4.6959 -0.0544
H3 3.7858 4.0380 -0.5710
H4 3.9115 2.4552 2.3748
H5 4.5720 2.0123 0.7895
H6 3.3468 0.9971 1.5571
H7 1.9328 3.1271 2.9302
H8 2.4816 2.7770 5.3050
H9 1.5649 0.8026 6.4789
H10 -0.0339 -0.8374 6.6383
H11 -1.9967 -2.0321 5.7164
H12 -2.4855 -1.8635 3.3046
H13 0.2963 -3.1192 2.0149
H14 -0.4605 -4.6951 1.7893
H15 -0.9167 -3.6747 3.1692
H16 -3.6724 -3.3724 0.7100
H17 -3.1434 -4.3150 2.1030
H18 -2.6422 -4.7992 0.4740
H19 -3.7530 -0.2891 0.6848
H20 -4.4835 -1.4474 -0.4499
H21 -3.6405 -0.0092 -1.0532
H22 -1.3983 -3.0787 -1.3566
H23 -2.3651 -1.9886 -2.3415
H24 -3.1719 -3.2301 -1.3706
H25 -0.6794 3.8513 0.4004
H26 -1.0923 3.5872 -1.2919
H27 0.1781 4.7508 -0.8757
H28 2.2461 1.9171 -1.8936
H29 2.0203 3.6771 -2.0891
H30 0.8370 2.5339 -2.7473
O1 -3.9501 3.1763 1.2242
Cl1 -2.9032 2.2695 1.5840
O2 -3.4225 1.1487 2.3192
O3 -1.8750 2.9336 2.3392
O4 -2.2984 1.7737 0.3144
C21 -2.8610 1.3339 -4.0456
C22 -1.6164 0.4847 -3.9327
C23 -1.0567 -0.1167 -5.0570
C24 0.0877 -0.8929 -4.9177
C25 0.7092 -1.5626 -6.1222
C26 0.6820 -1.0636 -3.6670
C27 0.1693 -0.4642 -2.4931
C28 -1.0168 0.3048 -2.7026
N7 0.6772 -0.5525 -1.2065
C29 1.8849 -1.3460 -0.9152
C30 3.1291 -0.8267 -1.6596
C31 2.2130 -1.1954 0.5607
C32 1.6884 -2.8542 -1.1545
H31 -3.2589 1.3145 -5.0594
H32 -2.6501 2.3753 -3.7855
H33 -3.6416 0.9830 -3.3647
H34 -1.5130 0.0165 -6.0329
H35 0.1391 -1.3531 -7.0280
H36 0.7497 -2.6459 -5.9872
H37 1.7327 -1.2120 -6.2753
H38 1.5640 -1.6847 -3.6335
H39 -1.5089 0.7926 -1.8590
H40 3.2470 0.2444 -1.4603
H41 3.0871 -0.9611 -2.7376
H42 4.0225 -1.3409 -1.2920
H43 2.4582 -0.1641 0.7967
H44 3.0656 -1.8250 0.8272
H45 1.3642 -1.4694 1.1778
H46 1.5396 -3.1121 -2.2008
H47 0.8122 -3.1943 -0.5945
H48 2.5593 -3.4081 -0.7916

These are the Mulliken partial charges, in e, on atoms 1 to 6: atom 1 (Co): 0.600, atom 2 (C): -1.323, atom 3 (N): 0.552, atom 4 (C): -0.935, atom 5 (C): -0.754, atom 6 (N): 0.962



What is the spin multiplicity in the second record?
4



Which value of spin multiplicity does entry 2 give?
4



Look up the spin multiplicity of the second one.
4